The following is a DFT calculation (ωB97M-V/def2-TZVPD) of a gas-phase ion, C3H9N2O (charge +1) in a non-equilibrium geometry.

Calculated values
DFT total energy   -8274.6267 eV
HOMO-LUMO gap   11.527 eV
SMILES string   C[N+](C)(N)C=O
Energy above the lowest of the compared OMol25 structures with the same formula, charge and spin   102.6 kcal/mol
HOMO energy   -16.381 eV
F_max   4.72 eV/Å
Charge   +1

Cartesian coordinates (Å):
C (0.009, -0.731, 1.161)
N (-0.039, 0.033, -0.020)
C (0.909, -0.361, -1.060)
N (0.137, 1.714, 0.252)
C (-1.468, -0.007, -0.623)
O (-2.386, 0.054, 0.108)
H (0.976, -0.426, 1.761)
H (-0.974, -0.701, 1.711)
H (0.202, -1.731, 0.937)
H (0.626, -1.358, -1.348)
H (0.906, 0.334, -1.966)
H (1.860, -0.536, -0.750)
H (-0.395, 1.928, 1.109)
H (1.035, 1.897, 0.558)
H (-1.399, -0.108, -1.828)

These are the Mulliken partial charges, in e, on atoms 1 to 2: -0.772, 0.240